No. 1
27
Properties=species:S:1:pos:R:3:forces:R:3:lowdin_charge:R:1 method="wB97M-V/def2-TZVPD" total_charge=+1 homo_ev="-10.0 / -13.4" energy_ev=-24308.0374 homo_lumo_gap_ev="6.84 / 5.28" lumo_energy_ha="-0.1171 / -0.2987" multiplicity=3
C 1.1375 1.1125 -0.1305 -2.9 -0.1 3.5 -0.424
C 0.0701 -1.3770 -0.6995 -2.3 -2.3 2.6 -0.497
C -0.7256 -1.9329 -1.7668 -1.8 0.1 -2.3 -0.130
C 1.2318 -2.2278 -0.3448 0.7 0.4 2.5 -0.100
C 0.3937 1.3582 2.2395 0.4 -0.9 2.8 -0.057
C -2.0966 0.7238 -0.4189 1.2 -0.1 2.7 -0.227
N 0.3193 0.7883 0.9396 1.1 -0.1 -2.0 -0.100
N 0.9025 0.3789 -1.2218 2.0 2.2 -0.8 0.263
N 1.9452 2.1310 0.0025 2.0 -1.1 -2.6 0.247
O -1.5048 -1.0085 1.6308 -1.6 -1.5 4.0 -0.224
O -2.3526 1.8063 0.5025 0.0 -0.8 -0.6 -0.078
P -0.9049 -0.3571 0.5328 1.5 -0.7 -5.9 0.693
H -0.4510 -3.0009 -2.0127 -0.2 1.4 -0.1 0.111
H -0.8419 -1.2628 -2.7063 0.7 -1.1 1.0 0.115
H -1.7602 -1.9368 -1.4345 -0.5 -0.5 -0.1 0.066
H 2.0333 -2.2775 -1.1049 0.1 0.6 0.3 0.091
H 0.9689 -3.3126 -0.2594 -0.2 0.8 0.1 0.105
H 1.5668 -1.8674 0.7067 0.3 -0.9 -1.8 0.107
H -0.1001 2.2869 2.2724 -0.3 1.7 -0.3 0.085
H -0.2277 0.8049 3.0274 1.0 0.0 -1.5 0.135
H 1.4330 1.4458 2.6735 -0.9 -0.1 -0.8 0.131
H -1.5709 1.1496 -1.2049 0.5 0.6 -2.0 0.070
H -2.9615 0.1494 -0.6566 -0.7 -0.2 -0.5 0.102
H 1.6827 0.3689 -1.8641 0.4 0.3 -0.7 0.134
H 1.9158 2.7393 0.7946 0.6 0.3 0.3 0.128
H 2.7009 1.9713 -0.7055 -0.3 1.7 1.3 0.173
H -2.8035 1.3461 1.2086 -0.5 0.3 0.8 0.080

No. 2
26
Properties=species:S:1:pos:R:3:forces:R:3:lowdin_charge:R:1 method="wB97M-V/def2-TZVPD" total_charge=+1 homo_ev=-11.1 energy_ev=-14464.1504 homo_lumo_gap_ev=8.40 lumo_energy_ha=-0.1003 multiplicity=1
C 3.0930 1.3663 0.0037 0.6 -0.6 -0.6 -0.121
C 1.5990 1.5108 -0.0340 -3.3 2.3 1.2 -0.130
C 3.3969 -0.0621 -0.4622 0.4 0.1 -1.0 -0.175
C -3.6901 -0.4620 0.3766 -0.1 3.4 1.2 -0.190
C -0.0969 -0.2859 -0.1372 -0.6 -1.1 0.9 -0.112
C -3.5122 0.6531 -0.3911 0.3 -4.3 -1.4 -0.303
N 1.0931 0.1637 -0.0864 3.0 -1.7 0.4 -0.092
N -3.3206 -1.7557 -0.0546 -0.3 -0.1 -0.9 -0.019
N -0.4382 -1.5678 -0.0050 -1.9 0.5 -0.6 0.187
N 2.1738 -0.7423 -0.1300 -0.3 -1.5 -1.1 0.016
O -3.7064 1.8834 -0.0846 -0.4 3.3 0.3 0.063
H 3.5607 2.0662 -0.6875 0.4 0.4 1.0 0.129
H 3.2884 1.3063 1.0831 0.8 1.1 -0.5 0.130
H 1.2649 2.0146 0.9420 0.4 -0.9 -1.1 0.152
H 0.9377 2.0531 -0.7631 1.7 0.0 -0.1 0.149
H 3.7178 -0.1782 -1.5167 -0.7 0.4 0.3 0.127
H 4.1739 -0.6155 0.0804 0.1 0.7 0.1 0.131
H -4.0344 -0.1979 1.4534 0.6 -1.2 -1.8 0.149
H -0.8507 0.4913 -0.0838 -0.4 -0.4 -0.2 0.149
H -3.2584 0.7192 -1.4427 0.2 -1.3 -0.3 0.131
H -3.7899 -2.4973 0.4716 0.0 0.3 -0.7 0.107
H -3.5338 -1.7453 -1.0772 0.0 -0.9 1.2 0.124
H -1.4598 -1.7174 -0.0675 -0.1 0.2 0.2 0.052
H 0.0020 -2.4630 -0.1698 1.3 0.8 0.0 0.131
H 2.4202 -1.2330 0.7037 -1.3 -0.2 1.1 0.131
H -3.8341 1.9180 0.8338 -0.6 0.8 2.3 0.085

No. 3
23
Properties=species:S:1:pos:R:3:forces:R:3:lowdin_charge:R:1 method="wB97M-V/def2-TZVPD" total_charge=-1 homo_ev="1.1 / -6.5" energy_ev=-10000.2301 homo_lumo_gap_ev="2.84 / 10.27" lumo_energy_ha="0.1458 / 0.1400" multiplicity=2
C 0.8752 -1.3064 -1.3164 0.7 0.1 3.1 -0.223
C 1.8483 -0.5498 -2.1914 0.5 -2.5 0.8 -0.135
C 1.8138 -1.9133 -0.2438 -1.0 -1.0 2.4 -0.582
O 2.8119 -2.5993 -0.4078 -0.2 0.3 -0.8 -0.011
N 1.4327 -1.6772 1.1017 0.6 0.2 -3.6 0.110
H 0.1385 -0.7633 -0.6353 0.9 0.4 -1.5 0.077
H 0.1757 -2.0085 -1.7343 0.4 -0.8 -0.6 0.059
H 1.5199 -0.4840 -3.1454 -1.1 0.6 -3.1 0.023
H 2.0077 -2.2460 1.6865 -0.4 0.1 1.1 0.068
H 0.5774 -1.1565 1.2284 0.0 -0.4 1.0 0.027
H 2.8722 -0.9519 -2.2240 -0.6 -0.8 0.1 0.086
H 2.0389 0.3524 -1.7920 0.2 3.6 1.3 0.029
C -1.9985 1.8895 0.7118 3.4 -3.8 -3.7 -0.321
C -0.3598 1.9414 0.8412 -2.8 2.1 1.0 -0.137
C -2.6864 0.5455 1.0540 1.6 -0.3 3.4 -0.314
H -2.4143 2.6206 1.2386 -1.8 3.3 1.8 0.016
H -2.0885 1.9873 -0.3864 -0.6 0.6 0.5 0.069
H -0.0625 2.5304 1.7716 0.0 -0.9 -1.4 0.067
H -2.8774 0.6166 2.2342 0.2 -0.6 -2.3 0.072
H -3.6072 0.2756 0.5676 -0.6 0.5 -0.4 0.005
H -2.0187 -0.3529 0.8838 -0.5 1.0 0.2 0.013
H -0.0664 0.9600 0.8583 1.1 -2.3 0.7 -0.039
H 0.0675 2.2899 -0.1008 0.0 0.7 0.2 0.042